[1]
# C44H100N4O8

A cluster of 8 separate species, C44H100N4O8 in total (the ωB97M-V functional and the def2-TZVPD basis, the OMol25 dataset).

XYZ file:
```
156
C44H100N4O8, DFT the ωB97M-V functional and the def2-TZVPD basis
C 1.038 -7.889 -8.636
C 1.254 -9.314 -8.050
O 0.653 -10.109 -8.988
H -0.001 -7.563 -8.686
H 1.366 -7.872 -9.675
H 1.580 -7.125 -8.078
H 0.801 -9.378 -7.061
H 2.294 -9.554 -7.832
H -0.286 -9.941 -9.101
C 3.561 -11.308 -5.711
C 4.224 -9.965 -5.680
O 4.463 -9.741 -4.268
H 3.296 -11.659 -6.708
H 2.710 -11.324 -5.030
H 4.202 -12.041 -5.222
H 3.729 -9.134 -6.182
H 5.226 -10.081 -6.093
H 5.224 -9.159 -4.206
C -1.940 -12.659 -9.528
C -1.956 -11.982 -8.126
O -2.373 -10.657 -8.527
H -2.887 -12.515 -10.049
H -1.930 -13.743 -9.408
H -1.008 -12.395 -10.029
H -1.002 -12.027 -7.600
H -2.706 -12.517 -7.544
H -3.308 -10.702 -8.743
C 1.523 -6.544 -5.055
C 0.976 -7.363 -3.929
O -0.401 -7.468 -4.185
H 0.929 -5.635 -5.159
H 1.543 -7.164 -5.951
H 2.555 -6.201 -4.972
H 1.203 -6.841 -3.000
H 1.480 -8.329 -3.908
H -0.533 -8.159 -4.837
C 1.210 -14.454 -7.952
C 1.987 -14.711 -9.238
C 1.482 -16.037 -9.840
C 1.652 -16.284 -11.340
C 1.324 -14.992 -12.090
C 2.053 -13.689 -11.614
N 1.817 -13.556 -10.136
O 2.320 -12.418 -9.615
C 3.548 -13.808 -11.911
C 1.439 -12.488 -12.375
C 3.426 -15.023 -8.829
H 0.124 -14.407 -8.034
H 1.623 -13.628 -7.373
H 1.295 -15.308 -7.280
H 1.824 -16.985 -9.423
H 0.425 -15.981 -9.580
H 0.929 -17.027 -11.677
H 2.681 -16.622 -11.463
H 0.246 -14.831 -12.081
H 1.645 -15.273 -13.093
H 3.733 -13.301 -12.858
H 4.097 -13.398 -11.063
H 3.934 -14.821 -12.017
H 1.907 -11.550 -12.074
H 1.406 -12.550 -13.463
H 0.385 -12.359 -12.129
H 4.034 -15.366 -9.666
H 3.654 -15.812 -8.113
H 3.839 -14.107 -8.407
H 1.616 -11.792 -9.431
C -2.575 -3.305 -7.892
C -1.184 -3.077 -7.153
C -0.327 -4.170 -7.834
C 1.157 -3.914 -7.663
C 1.544 -2.462 -8.088
C 0.767 -1.382 -7.342
N -0.653 -1.677 -7.341
O -1.440 -0.732 -6.651
C 1.428 -1.162 -5.981
C 0.969 -0.101 -8.128
C -1.245 -3.397 -5.617
H -3.375 -2.592 -7.692
H -3.001 -4.273 -7.629
H -2.455 -3.239 -8.974
H -0.678 -5.122 -7.436
H -0.488 -4.277 -8.907
H 1.695 -4.616 -8.301
H 1.503 -4.106 -6.648
H 1.312 -2.404 -9.151
H 2.616 -2.410 -7.897
H 1.237 -1.958 -5.262
H 2.501 -1.022 -6.113
H 1.059 -0.236 -5.540
H 2.015 0.155 -8.293
H 0.558 -0.190 -9.134
H 0.587 0.811 -7.668
H -1.718 -4.338 -5.337
H -1.731 -2.648 -4.992
H -0.240 -3.517 -5.213
H -1.108 -0.712 -5.750
C 8.026 -8.593 -9.171
C 7.695 -7.082 -8.977
C 8.070 -6.327 -10.359
C 6.895 -6.374 -11.347
C 5.674 -5.779 -10.708
C 5.184 -6.575 -9.524
N 6.296 -6.808 -8.534
O 5.987 -7.571 -7.370
C 4.102 -5.742 -8.798
C 4.579 -7.927 -10.016
C 8.676 -6.539 -7.916
H 7.306 -9.220 -9.696
H 8.160 -9.093 -8.212
H 8.968 -8.749 -9.698
H 8.318 -5.278 -10.202
H 8.915 -6.849 -10.810
H 6.695 -7.395 -11.674
H 7.026 -5.868 -12.303
H 4.869 -5.735 -11.441
H 5.741 -4.706 -10.529
H 3.836 -6.194 -7.842
H 4.294 -4.698 -8.551
H 3.187 -5.821 -9.385
H 5.345 -8.632 -10.338
H 4.192 -8.537 -9.200
H 3.854 -7.729 -10.805
H 9.712 -6.863 -8.009
H 8.481 -6.915 -6.911
H 8.574 -5.455 -7.968
H 6.299 -6.953 -6.704
C -4.195 -9.226 -14.883
C -2.654 -9.138 -15.188
C -2.357 -7.725 -15.540
C -2.117 -6.714 -14.393
C -1.056 -7.348 -13.407
C -1.369 -8.765 -12.866
N -1.677 -9.582 -14.069
O -1.968 -10.881 -13.711
C -0.149 -9.367 -12.137
C -2.577 -8.703 -11.855
C -2.455 -10.051 -16.430
H -4.548 -8.483 -14.168
H -4.549 -10.226 -14.631
H -4.792 -9.049 -15.778
H -1.445 -7.677 -16.134
H -3.176 -7.277 -16.102
H -3.078 -6.573 -13.899
H -1.978 -5.719 -14.815
H -0.992 -6.706 -12.529
H -0.121 -7.240 -13.958
H -0.437 -10.334 -11.725
H 0.770 -9.397 -12.722
H 0.056 -8.799 -11.229
H -2.574 -7.776 -11.281
H -3.531 -8.690 -12.381
H -2.680 -9.579 -11.214
H -3.279 -9.917 -17.130
H -2.569 -11.102 -16.162
H -1.504 -10.028 -16.963
H -1.174 -11.345 -13.988
```

Computed properties:
Charge: -1
LUMO (alpha / beta): 2.13 / 2.16 eV
HOMO level (alpha / beta): 0.705 / -6.209 eV
Calculated total energy: -69581.109 eV
⟨S²⟩: 0.750
Gap between HOMO and LUMO (alpha / beta): 1.4288 / 8.3659 eV
2S+1: 2

Atom charges from the Mulliken analysis, given in e for atoms 1 to 2: number 1, C, carries 0.0275; number 2, C, carries 0.4403

---

[2]
# C44H101N10O10

A structure of composition C44H101N10O10 (the ωB97M-V functional and the def2-TZVPD basis, the OMol25 dataset).

XYZ file:
```
165
C44H101N10O10, DFT the ωB97M-V functional and the def2-TZVPD basis
O 0.327 1.051 1.917
C 0.000 0.182 0.833
C 1.170 -0.261 -0.245
O 1.827 0.605 -1.255
H -0.814 0.631 0.264
H -0.340 -0.683 1.403
H 0.813 -1.068 -0.885
H 1.879 -0.882 0.302
C -1.717 -0.999 0.473
C -2.989 -1.951 0.483
N -3.323 -2.575 -0.850
C -3.649 -1.940 -1.998
C -3.984 -2.858 -2.994
N -3.876 -4.123 -2.428
C -3.381 -3.882 -1.175
C -4.102 -5.385 -3.017
H -1.547 -0.578 1.464
H -1.817 -0.107 -0.144
H -0.802 -1.489 0.140
H -3.917 -1.491 0.822
H -2.857 -2.735 1.229
H -3.737 -0.865 -2.041
H -4.390 -2.692 -3.981
H -3.177 -4.625 -0.418
H -5.067 -5.635 -2.574
H -3.374 -6.144 -2.731
H -4.139 -5.310 -4.104
C -2.963 -1.784 -5.251
C -2.062 -0.533 -5.581
N -1.038 -0.343 -4.622
C -1.165 -0.171 -3.296
C 0.091 0.155 -2.797
N 0.917 0.472 -3.833
C 0.238 0.135 -4.977
C 2.278 1.076 -3.677
H -3.688 -1.640 -4.450
H -2.333 -2.634 -4.991
H -3.560 -1.869 -6.159
H -2.613 0.405 -5.657
H -1.592 -0.691 -6.551
H -2.121 -0.307 -2.812
H 0.381 0.272 -1.764
H 0.731 0.161 -5.937
H 2.571 1.522 -4.627
H 3.012 0.295 -3.476
H 2.114 1.785 -2.866
C -0.360 3.045 -3.993
C -1.515 3.163 -3.051
N -1.025 3.351 -1.599
C 0.084 2.730 -0.992
C 0.075 3.145 0.343
N -0.925 4.085 0.596
C -1.545 4.186 -0.591
C -1.347 4.701 1.886
H -0.881 2.927 -4.943
H 0.347 2.216 -3.954
H 0.160 4.003 -4.034
H -2.148 2.281 -3.150
H -2.149 4.008 -3.317
H 0.727 1.920 -1.303
H 0.777 2.920 1.132
H -2.403 4.813 -0.785
H -1.091 4.080 2.745
H -2.433 4.738 1.975
H -0.937 5.708 1.959
C 2.920 4.844 -0.742
O 3.111 3.749 0.143
C 3.108 2.448 -0.535
C 3.407 1.505 0.601
N 2.410 1.684 1.773
H 2.289 2.603 2.173
H 1.549 1.263 1.453
C 2.853 0.758 2.947
C 3.873 1.508 3.891
O 3.373 2.774 4.204
C 2.112 2.800 4.890
H 3.805 4.972 -1.365
H 2.844 5.723 -0.102
H 2.035 4.750 -1.371
H 3.932 2.330 -1.239
H 2.146 2.310 -1.028
H 4.464 1.542 0.864
H 3.220 0.518 0.177
H 3.280 -0.216 2.711
H 1.975 0.620 3.578
H 4.842 1.610 3.403
H 3.958 1.070 4.886
H 2.287 3.698 5.482
H 1.867 2.018 5.609
H 1.207 3.038 4.331
C 2.505 -2.814 -5.408
O 2.167 -2.179 -4.154
C 2.016 -3.078 -3.089
C 1.788 -2.136 -1.932
N 2.846 -0.971 -1.707
H 3.161 -0.675 -2.620
H 2.386 -0.238 -1.186
C 4.142 -1.414 -1.113
C 5.282 -0.414 -1.239
O 5.324 0.169 -2.544
C 6.291 1.162 -2.523
H 3.157 -3.674 -5.259
H 2.968 -2.063 -6.048
H 1.549 -3.015 -5.891
H 2.914 -3.653 -2.863
H 1.090 -3.648 -3.159
H 1.835 -2.560 -0.929
H 0.909 -1.496 -2.010
H 4.432 -2.322 -1.642
H 4.071 -1.682 -0.059
H 6.197 -0.999 -1.143
H 5.179 0.301 -0.423
H 5.963 1.888 -3.267
H 7.265 0.786 -2.837
H 6.424 1.806 -1.655
C -1.811 4.002 5.011
O -0.813 3.495 4.183
C -0.409 2.224 4.704
C -1.254 1.130 3.960
N -1.441 1.498 2.451
H -1.634 2.476 2.284
H -0.549 1.309 2.017
C -2.638 0.799 1.826
C -2.969 1.314 0.402
O -3.197 2.720 0.295
C -4.113 3.246 -0.734
H -2.327 4.844 4.550
H -1.389 4.199 5.996
H -2.538 3.237 5.285
H -0.449 2.128 5.789
H 0.636 2.093 4.425
H -2.271 1.179 4.348
H -0.746 0.171 4.071
H -3.567 0.799 2.396
H -2.353 -0.252 1.864
H -3.681 0.616 -0.037
H -2.130 1.018 -0.227
H -4.015 4.331 -0.696
H -5.155 2.926 -0.703
H -3.687 2.959 -1.696
C -1.528 -6.216 4.411
O -1.062 -5.133 5.187
C -2.122 -4.196 5.510
C -2.349 -3.137 4.414
N -1.022 -2.328 4.136
H -0.739 -1.758 4.920
H -0.245 -2.950 4.308
C -0.924 -1.579 2.878
C -0.672 -2.413 1.643
O 0.447 -3.221 1.843
C 0.891 -4.017 0.681
H -1.782 -5.902 3.399
H -2.430 -6.650 4.843
H -0.743 -6.971 4.367
H -1.852 -3.687 6.436
H -3.050 -4.744 5.669
H -3.040 -2.378 4.779
H -2.657 -3.537 3.447
H -0.128 -0.843 2.991
H -1.879 -1.056 2.825
H -0.462 -1.726 0.823
H -1.567 -3.002 1.445
H 1.658 -3.399 0.214
H 0.020 -4.179 0.047
H 1.388 -4.962 0.899
```

Computed properties:
Charge: +5
LUMO: -11.04 eV
HOMO level: -19.707 eV
Calculated total energy: -82551.576 eV
Gap between HOMO and LUMO: 8.6684 eV
Energy relative to the best compared isomer or geometry (same formula, charge and spin): 38.2248 eV
2S+1: 1

Atom charges from the Mulliken analysis, given in e for atoms 1 to 2: number 1, O, carries 0.3716; number 2, C, carries 1.4046